# C14H34BO31P2S7

A cluster of 8 separate species, C14H34BO31P2S7 in total at a distorted geometry (the ωB97M-V functional and the def2-TZVPD basis, the OMol25 dataset).

Total charge = -1
HOMO-LUMO gap = 5.7 eV
Multiplicity = 1
HOMO = -3.84 eV

```
89
Properties=species:S:1:pos:R:3:forces:R:3:lowdin_charge:R:1
S 5.1706 -1.8253 0.2692 0.0 -0.3 -0.5 0.602
S -4.2172 -4.1607 -1.6878 -0.2 0.8 -0.2 0.630
S -4.6378 1.0402 3.4958 0.4 -0.7 0.2 0.599
S -2.7717 5.5804 -1.6222 0.8 -0.2 -0.4 0.648
S -0.3644 2.0949 -1.8186 0.1 -1.1 0.7 0.609
S -4.5022 1.4768 -2.5185 -0.3 0.6 0.3 0.605
S 10.4923 -0.9741 2.3191 -0.5 0.0 0.5 0.604
P -1.3758 -3.7336 1.1998 0.9 -0.3 -0.3 0.272
P 0.6913 -4.3054 1.6314 0.0 0.2 1.1 0.675
O -0.8892 3.1536 -1.0298 0.5 -2.5 0.6 -0.222
O -1.3338 -2.3283 0.3675 -0.2 -0.6 0.3 -0.199
O -5.0197 0.5166 4.9697 0.3 0.2 -0.2 -0.199
O -3.6046 4.6437 -2.2913 1.0 2.8 -0.2 -0.208
O -2.9956 5.9681 -0.2760 -0.2 -0.1 0.0 -0.206
O -3.7476 -3.6663 -0.4516 -1.9 0.8 -0.8 -0.240
O -4.7210 2.9579 -1.9642 -1.4 -2.9 0.6 -0.266
O -2.6324 6.9172 -2.5301 0.0 -0.3 -0.1 -0.191
O -5.8197 1.0649 2.7043 0.0 0.3 -0.1 -0.240
O 4.4827 -2.8411 -0.4346 0.8 0.4 -0.3 -0.237
O 6.7462 -2.1887 0.2553 -0.1 0.5 0.3 -0.195
O 5.2563 -0.5231 -0.6916 0.1 -0.3 0.0 -0.200
O 9.2295 -1.8931 2.6788 0.2 0.5 -0.2 -0.187
O -2.0093 -4.8309 0.1659 2.0 -0.8 1.2 -0.255
O -3.5150 0.8385 -1.7296 0.1 -0.1 -0.2 -0.197
O -0.5130 0.7228 -1.0181 0.1 0.7 0.0 -0.186
O -0.7892 1.8918 -3.1618 0.0 0.5 -0.1 -0.224
O -4.4283 1.5324 -3.9371 0.0 -0.4 0.0 -0.217
O -1.2730 5.0594 -1.7707 -0.5 3.2 -0.6 -0.259
O 1.2437 2.1787 -1.8102 -0.3 0.0 -0.2 -0.199
O 4.8232 -1.4015 1.5752 0.2 -0.1 0.1 -0.216
O 11.6603 -1.7765 2.3259 0.2 0.2 -0.2 -0.215
O -3.4950 -3.3479 -2.8700 -0.3 0.0 0.3 -0.168
O -4.2100 -5.5443 -2.0095 -0.1 -0.1 0.2 -0.220
O -5.9512 0.8757 -2.1188 0.0 0.2 -0.3 -0.210
O 10.4866 -0.0711 3.6485 0.1 -0.5 -0.1 -0.191
O -3.8003 2.1756 3.6328 -0.3 0.2 0.0 -0.218
O -3.7562 -0.2156 3.0427 -0.6 0.2 0.1 -0.183
O -5.7153 -3.5915 -1.9281 0.2 -0.5 -0.5 -0.190
O -2.1856 -3.5493 2.4317 -0.5 0.0 0.0 -0.390
O 10.1356 -0.1503 1.2176 0.2 -0.2 -0.2 -0.229
C 9.2333 -0.2409 4.3265 -0.5 0.2 -0.1 -0.162
C -6.6407 1.8175 -1.2872 0.0 0.1 0.6 -0.154
C -4.4708 -2.7037 -3.6940 -0.2 -0.1 -0.4 -0.159
C 0.7542 0.0450 -0.9748 0.3 -0.4 -0.3 -0.158
C 7.3869 -1.4759 -0.8023 0.1 -0.2 -0.5 -0.177
C -1.2532 7.1374 -2.8374 0.3 0.1 0.2 -0.173
C 6.6238 -0.1728 -0.9133 0.2 0.3 0.3 -0.173
C 1.7734 1.1623 -0.9371 0.0 -0.1 0.5 -0.148
C -3.5251 -1.0839 4.1643 0.4 -0.4 0.4 -0.159
C -4.7249 -0.8847 5.0609 -0.3 -0.4 -0.3 -0.168
C -5.6427 -2.4400 -2.7724 0.2 0.6 0.2 -0.173
C 8.8302 -1.6709 4.0348 0.1 -0.2 0.5 -0.156
C -0.6322 5.7512 -2.8427 -0.2 0.0 -0.5 -0.153
C -6.1076 3.1738 -1.7106 -0.4 0.0 -0.4 -0.153
B 1.7949 -2.9758 0.7083 -0.8 0.3 -0.7 -0.729
H -7.7164 1.7321 -1.4278 0.1 -0.2 -0.2 0.132
H 6.9272 0.5307 -0.1335 0.1 0.0 0.0 0.130
H 6.7432 0.2952 -1.8884 -0.2 -0.1 0.0 0.132
H -6.5741 3.5101 -2.6412 0.0 0.0 0.0 0.136
H 8.5189 0.4671 3.9002 0.0 0.0 0.0 0.135
H -6.3923 1.6007 -0.2453 0.0 0.0 0.0 0.128
H -2.6394 -5.4167 0.6092 0.1 0.3 0.0 0.074
H -5.5925 -1.4372 4.6916 0.0 0.0 0.0 0.132
H 9.3718 -2.3752 4.6703 0.0 0.0 0.0 0.134
H 1.8623 1.5874 0.0655 0.0 0.0 0.0 0.135
H 9.3440 -0.0464 5.3903 0.3 0.0 -0.1 0.135
H -1.9821 -1.7267 0.7718 0.1 -0.2 -0.2 0.072
H -6.5768 -2.3035 -3.3131 0.0 -0.2 0.1 0.135
H -4.0629 -1.7883 -4.1188 0.2 0.0 0.2 0.134
H -3.4177 -2.1164 3.8315 0.1 0.1 -0.3 0.109
H -1.1548 7.6393 -3.7981 -0.2 0.0 0.0 0.130
H -0.8205 7.7651 -2.0541 0.0 0.0 0.0 0.130
H 2.7532 0.8383 -1.2809 -0.1 0.1 -0.2 0.124
H -5.4555 -1.5698 -2.1410 0.0 0.0 -0.1 0.112
H 2.9565 -3.1688 0.8018 -0.4 -0.5 0.6 -0.069
H 1.4689 -1.9072 1.1859 0.0 0.1 0.5 -0.031
H 0.8124 -0.6088 -0.1090 -0.2 0.0 0.0 0.074
H -6.2411 3.9336 -0.9440 0.3 0.0 0.0 0.142
H -4.7465 -3.3873 -4.5018 0.0 0.0 0.0 0.130
H 0.8535 -5.6070 1.0820 -0.4 0.3 -0.5 -0.144
H 8.4394 -1.3196 -0.5748 -0.1 -0.1 0.2 0.118
H 7.2947 -2.0684 -1.7166 0.0 0.1 0.0 0.132
H 7.7602 -1.8317 4.1472 0.0 0.0 -0.3 0.143
H 0.8505 -0.5542 -1.8819 0.0 0.0 0.1 0.141
H -2.6036 -0.7669 4.6567 0.0 0.0 0.0 0.139
H 1.4170 -2.9331 -0.4456 0.3 0.0 -0.3 -0.026
H -4.5274 -1.1694 6.0915 0.0 0.3 0.0 0.132
H -0.8581 5.2221 -3.7726 0.0 0.0 0.0 0.139
H 0.4448 5.7715 -2.6908 -0.1 -0.1 0.2 0.140
```
Forces are in eV/Å.



# C28H45N5O4S2

A cluster of 4 separate species, C28H45N5O4S2 in total at a distorted geometry (the ωB97M-V functional and the def2-TZVPD basis, the OMol25 dataset).

Energy relative to the best compared isomer or geometry (same formula, charge and spin) = 0.000 eV
HOMO-LUMO gap = 7.9 eV
Structure (SMILES) = COC[C@H](N)CCCSC(=S)N(c1ccccc1)c1ccccc1.CN(C)C=O.CN(C)C=O.CN(C)C=O
Multiplicity = 1
HOMO = -8.04 eV

```
84
Properties=species:S:1:pos:R:3:forces:R:3:lowdin_charge:R:1
S 0.6826 -0.0033 -2.7428 0.2 -0.3 -0.1 0.999
S -1.3002 -1.4594 -4.4653 0.1 0.0 0.0 0.733
O -1.3155 2.7863 6.1069 0.0 0.0 0.0 0.008
O -2.0583 0.9309 2.3384 -0.1 0.0 0.1 -0.022
O 2.7640 0.9790 3.4411 -0.1 -0.1 0.1 -0.190
O -5.2004 -2.5847 0.8170 0.0 0.0 0.0 0.012
N -3.7598 0.5339 3.7772 -0.1 0.0 0.1 -0.174
N 1.2584 -1.1500 -5.0712 0.8 0.2 0.7 -0.121
N 0.5086 -0.8100 2.4202 0.1 0.0 0.2 0.062
N -3.2749 -3.5550 0.1039 0.0 -0.1 -0.1 -0.186
N -0.6869 4.6184 4.9192 0.0 0.1 0.1 -0.192
C 3.0663 2.0470 -5.8403 0.0 0.0 0.0 -0.074
C 2.5843 0.9673 -5.1145 0.1 -0.1 -0.1 -0.050
C -0.3666 -0.2373 -0.1867 -0.1 -0.2 0.0 -0.259
C 4.3479 -3.2051 -4.9759 0.0 0.0 0.0 -0.088
C 1.4888 0.1400 -7.0909 0.0 0.2 -0.2 -0.010
C 3.4507 -2.2036 -5.3096 0.1 0.0 0.0 -0.019
C -1.8339 -3.6608 0.2084 -0.1 0.0 0.0 -0.053
C 1.8817 -3.1050 -3.7265 0.0 0.0 0.0 -0.041
C -4.7134 0.4306 2.6799 0.2 0.1 0.1 -0.016
C -3.9905 -2.7042 0.8600 0.1 0.0 0.1 -0.360
C 1.1209 0.3755 1.8059 0.0 0.0 0.1 -0.381
C -0.7023 5.3277 3.6570 0.0 0.0 0.1 -0.053
C 2.7904 -4.0997 -3.4034 -0.1 0.0 0.0 -0.086
C 2.7659 2.1779 -7.1890 -0.1 -0.1 -0.2 -0.088
C 2.5976 0.4067 2.1578 0.0 0.2 -0.1 -0.217
C 1.7920 0.0112 -5.7455 -0.3 0.0 -0.1 -0.273
C 4.0279 -4.1599 -4.0250 0.1 -0.1 0.1 -0.107
C 2.2043 -2.1435 -4.6846 -0.2 0.1 -0.2 -0.221
C -3.9847 -4.3948 -0.8468 0.0 0.0 0.0 -0.037
C -0.7434 -0.0224 -1.6595 -0.4 0.3 0.4 -0.458
C -4.2104 0.3730 5.1469 0.0 0.0 -0.1 -0.042
C -2.4790 0.7711 3.4801 0.0 0.0 0.1 -0.360
C 4.0977 1.3253 3.7363 0.0 -0.1 0.1 -0.114
C 1.9733 1.2233 -7.8159 0.0 0.0 0.1 -0.073
C 0.1940 -0.9061 -4.1441 -0.5 0.0 -0.3 -1.091
C -1.3026 3.4346 5.0758 -0.1 0.0 -0.1 -0.353
C 0.9522 0.3712 0.2801 -0.1 -0.1 0.1 -0.191
C 0.0209 5.1863 6.0541 0.0 -0.1 0.0 -0.039
H -1.2686 4.7523 2.9272 0.0 0.0 0.0 0.085
H 1.0183 1.4070 -0.0663 0.2 0.0 -0.1 0.121
H -3.3597 -2.1094 1.5451 0.0 0.0 0.0 0.123
H -4.9585 1.1281 5.3935 0.0 0.0 0.0 0.092
H -0.4951 -0.6691 2.4825 0.0 0.1 -0.2 0.036
H 3.6852 2.7940 -5.3580 0.0 -0.1 0.0 0.104
H 2.5143 -4.8388 -2.6607 0.0 0.0 0.0 0.103
H 2.9949 -0.6167 2.1533 0.1 0.0 -0.1 0.134
H -1.1856 0.1615 0.4157 0.0 0.0 0.0 0.090
H -0.3253 -1.3114 -0.0074 0.1 0.0 0.1 0.082
H -4.6498 -0.6153 5.2918 0.0 0.0 0.0 0.091
H -1.8248 0.8185 4.3654 0.0 0.0 0.0 0.131
H -4.5277 -3.7830 -1.5673 0.0 0.0 0.0 0.093
H 3.7284 -1.4777 -6.0615 -0.1 0.0 0.0 0.112
H 3.1486 3.0164 -7.7564 0.0 0.0 0.0 0.101
H -0.6610 5.3489 6.8889 0.0 0.0 0.0 0.092
H 1.7754 -0.2084 -0.1507 0.0 0.1 -0.1 0.102
H 4.8076 0.6470 3.2533 0.0 0.0 0.0 0.086
H -1.2969 0.9108 -1.7846 0.1 0.0 -0.1 0.088
H 4.3056 2.3519 3.4194 0.1 0.0 -0.1 0.086
H 0.4611 6.1348 5.7566 0.0 0.0 0.0 0.085
H -3.2649 -5.0176 -1.3722 0.0 0.0 0.0 0.086
H 4.2389 1.2490 4.8146 0.0 0.1 0.0 0.085
H 0.8178 -0.8476 3.3877 0.1 -0.1 0.0 0.077
H -1.5412 -4.6735 0.4928 0.0 0.0 0.0 0.092
H 1.7226 1.3091 -8.8665 0.1 0.1 0.0 0.103
H 0.6922 1.2975 2.2156 -0.1 0.0 -0.1 0.135
H 0.9200 -3.0853 -3.2314 0.0 0.0 0.0 0.088
H -3.3645 0.4926 5.8210 0.0 0.0 0.0 0.085
H 3.1422 0.9928 1.4050 0.0 0.0 0.0 0.127
H -5.7014 0.2180 3.0772 0.0 0.0 0.0 0.095
H -4.7077 -5.0288 -0.3332 0.0 0.0 0.0 0.092
H 2.8422 0.8654 -4.0687 0.0 0.0 0.0 0.088
H -1.4674 -2.9697 0.9654 0.0 0.0 0.0 0.071
H -1.1688 6.3085 3.7684 0.0 0.0 0.0 0.089
H 0.3123 5.4647 3.2780 0.0 0.0 0.0 0.090
H 4.7330 -4.9439 -3.7753 0.0 0.1 0.0 0.098
H -1.8157 3.0964 4.1613 0.0 0.1 0.0 0.116
H -1.4082 -0.8162 -1.9921 0.0 0.0 -0.1 0.017
H 0.8673 -0.6123 -7.5614 0.0 0.0 0.1 0.123
H -4.7354 1.3611 2.1124 0.0 0.0 0.0 0.096
H -4.4105 -0.3694 2.0103 -0.2 0.0 -0.1 0.055
H 0.8077 4.5108 6.3906 0.0 0.0 0.0 0.093
H 5.3146 -3.2387 -5.4628 0.0 0.0 0.0 0.103
H -1.3589 -3.4168 -0.7449 0.0 0.0 0.0 0.084
```
Forces are in eV/Å.



# C3H5I

A structure of composition C3H5I at a distorted geometry (the ωB97M-V functional and the def2-TZVPD basis, the OMol25 dataset).

Energy relative to the best compared isomer or geometry (same formula, charge and spin) = 2.275 eV
HOMO-LUMO gap = 9.2 eV
Multiplicity = 1
HOMO = -8.87 eV

```
9
Properties=species:S:1:pos:R:3:forces:R:3:lowdin_charge:R:1
I -3.3994 0.0994 0.0031 0.4 -0.1 0.0 0.738
C -0.3289 0.0627 -0.0102 0.0 0.4 0.0 -0.145
C -1.4749 -0.7330 -0.0041 3.9 1.5 0.0 -0.709
C 1.6188 0.2804 -0.0049 -4.3 -1.7 0.1 0.028
H -0.5507 1.1279 -0.0066 -0.2 -0.1 0.0 0.015
H 2.0618 -0.6807 -0.2079 0.2 -0.1 0.0 0.021
H -1.4590 -1.8096 0.0135 -0.1 -0.1 0.0 -0.001
H 1.7509 1.0132 -0.7794 0.0 0.2 -0.2 0.026
H 1.7813 0.6397 0.9966 0.1 0.1 0.2 0.026
```
Forces are in eV/Å.



# C16H9F6N2O7S3

A structure of composition C16H9F6N2O7S3 at a distorted geometry (the ωB97M-V functional and the def2-TZVPD basis, the OMol25 dataset).

Energy relative to the best compared isomer or geometry (same formula, charge and spin) = 6.039 eV
Total charge = -1
HOMO-LUMO gap = 5.2 eV
Multiplicity = 1
HOMO = -4.07 eV

```
43
Properties=species:S:1:pos:R:3:forces:R:3:lowdin_charge:R:1
S 0.6273 0.8431 3.6546 0.2 -2.3 2.9 1.151
S -0.3439 -1.7778 3.1168 1.3 0.4 -0.1 0.695
S 1.2794 1.0774 -2.9633 -1.3 0.0 1.8 0.763
F -0.7353 0.6124 5.9884 1.6 0.7 -0.7 0.065
F 1.4663 0.6399 6.1810 -1.0 0.6 -0.4 0.087
F 0.4669 -1.2008 -4.1730 1.0 0.7 0.2 0.110
F 2.5183 -1.2854 -3.3961 -0.5 0.4 -0.5 0.102
F 0.3867 2.4832 5.5981 0.0 -0.9 0.3 0.036
F 2.0765 -0.1530 -5.2290 -0.1 -0.2 0.5 0.125
O 2.9311 -1.7687 4.7950 -1.4 0.7 -0.9 0.129
O 0.3709 1.8149 -3.8162 0.8 0.0 0.1 -0.309
O -0.4121 -3.1470 3.5474 0.0 0.5 -0.4 -0.276
O 2.5168 1.6710 -2.4928 0.1 -0.5 -1.2 -0.315
O -1.5372 -1.0234 2.8006 0.9 -0.9 0.9 -0.306
O -5.0862 1.2726 -3.9783 0.5 -1.7 0.5 0.019
O -4.9563 -0.9281 -3.9492 0.4 1.7 0.6 0.025
N 0.7516 -1.0076 4.2820 -2.2 1.8 0.0 -0.253
N -4.6016 0.2019 -3.5454 -1.9 0.0 -1.0 -0.342
C -1.6084 -0.7753 -1.6888 -0.6 0.2 0.4 -0.036
C 2.8514 0.3102 0.8011 0.7 -1.0 -0.3 -0.055
C 2.1128 -1.4274 3.9680 1.4 -0.9 -0.3 -0.467
C 0.5145 0.4470 -1.4411 -2.4 -0.6 -7.1 -0.303
C -3.5658 0.2924 -2.5855 1.4 0.4 0.9 -0.181
C -1.6799 1.6661 -1.9096 -0.6 -0.4 0.7 -0.028
C 1.5236 0.4468 0.4721 1.1 2.7 1.5 -0.163
C 0.4316 1.1181 5.4524 -0.5 0.7 0.3 -0.808
C 3.2150 -0.5092 1.8766 0.6 -0.4 -0.6 -0.023
C -2.9139 -0.8741 -2.1428 0.2 0.2 -0.2 0.006
C 2.2217 -1.2495 2.4942 -0.5 -1.1 0.0 -0.213
C 1.6158 -0.4838 -4.0157 0.0 -0.2 0.3 -0.606
C 0.5290 -0.3264 1.0381 -0.3 -1.1 0.5 -0.157
C -3.0083 1.5673 -2.3079 0.2 -0.5 -0.6 0.017
C -0.9538 0.4830 -1.6157 0.6 -0.7 -0.9 -0.260
C 0.9125 -1.3396 1.9130 -0.1 1.8 -0.2 -0.234
H 0.8640 -0.5993 -1.5048 0.0 0.5 0.6 0.102
H -3.4216 -1.8311 -2.2203 0.2 0.1 -0.3 0.116
H 1.1616 1.1304 -0.4707 0.7 -0.4 2.4 0.062
H -3.6156 2.4447 -2.5274 0.4 -0.2 -0.1 0.116
H -0.5278 -0.0679 0.8834 0.5 -0.6 -0.2 0.123
H -1.0247 -1.6806 -1.4583 -0.5 0.5 0.0 0.125
H -1.2070 2.6454 -1.8373 -0.1 -0.3 0.1 0.119
H 4.2617 -0.5412 2.2169 -0.7 0.2 0.2 0.129
H 3.5924 0.8294 0.1895 -0.1 0.2 0.5 0.113
```
Forces are in eV/Å.